# C35H41BrN5O4P

5 unconnected molecules or ions with the total composition C35H41BrN5O4P (the ωB97M-V functional and the def2-TZVPD basis, the OMol25 dataset).

Summary:
LUMO energy ... 0.023 hartree
HOMO ... -8.943 eV
DFT total energy ... -4848.393840 hartree

CARTESIAN COORDINATES (ANGSTROEM)
C 5.1102 0.3890 0.6038
H 2.2430 2.7086 -2.1858
N -1.3817 -5.4566 -3.2417
O 2.9005 -2.3856 0.4593
H -3.5708 -0.1700 -0.1182
C -2.7163 -7.2549 -4.1076
H -0.3201 -2.1551 0.0292
C -2.7211 0.4696 1.7679
O 1.4663 2.2746 -0.3341
H 0.6456 -5.6095 -3.4935
H 3.6766 1.1446 -0.9283
C -2.7122 0.2515 0.3951
C -0.1224 -2.8822 -0.7682
C -0.4500 1.2921 1.6940
H 3.0101 -0.0885 -2.9964
N 2.1265 3.1599 -4.1797
O 0.9271 0.4262 -1.6021
H -2.0813 -0.1460 8.4269
H -7.8162 4.8371 0.6598
H -1.6587 -8.8579 -5.0695
H 0.5657 -7.7961 -4.6823
C -0.3451 -7.3207 -4.3449
N -5.3727 1.8379 0.6437
H -0.0728 -5.1067 -0.5028
H 4.6310 -1.6528 -1.0820
C 0.4571 -4.2090 -0.1737
C 6.2114 -0.6785 0.7787
N -0.4716 1.7123 6.1272
C 2.7993 5.3691 -4.8293
C 4.4304 -0.7478 -1.6586
H -1.1568 4.0434 8.4570
C -1.5811 -7.9065 -4.5583
C -6.1717 3.8666 1.6439
C -1.6007 0.9793 2.3967
C 2.8878 4.7309 -2.5313
C -1.5692 0.5521 -0.3161
H -3.4236 -5.4920 -3.0940
C -0.3017 -6.1033 -3.6844
H 4.3192 0.1858 1.3358
H 6.5560 -0.6412 1.8212
C -6.3056 1.9818 -0.2981
H -0.0819 3.7196 6.2315
C 2.2449 -1.3335 0.4256
C -5.3198 2.7738 1.5904
H -1.1025 -3.1398 -1.1962
H 2.9416 6.0893 -5.6237
C 4.6144 0.5755 -0.8460
H 1.4358 -3.0518 -2.3478
C -1.1361 3.0667 7.9930
H -3.6122 0.2055 2.3356
C 2.3228 4.0977 -5.1076
H -6.3258 1.2044 -1.0549
P 1.7965 -0.9268 -1.3204
C -2.5618 -6.0388 -3.4608
H 2.0823 3.8041 -6.1239
H -1.6417 1.1095 3.4791
Br 0.3789 -4.1639 1.7828
C -1.7042 1.9661 8.6129
C 3.0859 5.6888 -3.5115
H -1.5453 0.3634 -1.3898
H -7.9385 3.1031 -1.1309
C 0.7483 -2.3080 -1.9369
H 3.0985 4.9405 -1.4913
H 5.5584 1.3526 0.9032
H 0.0641 -1.8666 -2.6729
H 7.0673 -0.5635 0.1012
H -0.9526 -0.2762 6.2076
C -0.5370 2.8862 6.7558
H -6.0832 4.5948 2.4385
H 5.1965 -0.7305 -2.4497
C -1.6494 0.7374 7.9767
H -4.5487 2.6318 2.3410
H -3.7004 -7.6787 -4.2541
H 3.4590 6.6721 -3.2527
C -7.1323 3.9974 0.6552
H 1.4970 -4.3064 -0.5024
C -7.2036 3.0368 -0.3400
H -2.1831 2.0648 9.5792
H 0.4432 1.6681 2.1846
C 2.4101 3.4875 -2.9156
O 1.9081 -0.6801 1.4165
H 5.3773 1.1808 -1.3616
C -0.4470 1.0642 0.3366
H 5.7714 -1.6786 0.6475
C -1.0231 0.6655 6.7417
N 3.1289 -0.8848 -2.3701
C 0.7588 1.3284 -0.5345

Need the Mulliken charges? In units of e they are: number 1, C, carries -0.32; number 2, H, carries 0.61; number 3, N, carries -0.25; number 4, O, carries -0.60; number 5, H, carries 0.49; number 6, C, carries -0.58; number 7, H, carries 0.30; number 8, C, carries -0.73; number 9, O, carries -0.54; number 10, H, carries 0.26; number 11, H, carries -0.56; number 12, C, carries -0.67; number 13, C, carries -0.38; number 14, C, carries -0.41; number 15, H, carries 0.39; number 16, N, carries -0.35; number 17, O, carries -0.44; number 18, H, carries 0.35; number 19, H, carries 0.37; number 20, H, carries 0.37; number 21, H, carries 0.36; number 22, C, carries -0.75; number 23, N, carries -0.15; number 24, H, carries 0.40; number 25, H, carries 0.59; number 26, C, carries -0.88; number 27, C, carries -1.34; number 28, N, carries -0.39; number 29, C, carries -0.40; number 30, C, carries -1.14; number 31, H, carries 0.35; number 32, C, carries -0.12; number 33, C, carries -0.69; number 34, C, carries -0.71; number 35, C, carries -0.82; number 36, C, carries -0.22; number 37, H, carries 0.35; number 38, C, carries 0.15; number 39, H, carries 0.10; number 40, H, carries 0.42; number 41, C, carries -0.09; number 42, H, carries 0.35; number 43, C, carries 0.68; number 44, C, carries -0.03; number 45, H, carries 0.54; number 46, H, carries 0.36; number 47, C, carries 0.53; number 48, H, carries 0.42; number 49, C, carries -0.45; number 50, H, carries 0.60; number 51, C, carries -0.21; number 52, H, carries 0.34; number 53, P, carries 0.45; number 54, C, carries -0.13; number 55, H, carries 0.38; number 56, H, carries 0.50; number 57, Br, carries -0.20; number 58, C, carries -0.14; number 59, C, carries -0.28; number 60, H, carries 0.48; number 61, H, carries 0.35; number 62, C, carries -1.04; number 63, H, carries 0.40; number 64, H, carries 0.49; number 65, H, carries 0.36; number 66, H, carries 0.33; number 67, H, carries 0.37; number 68, C, carries -0.16; number 69, H, carries 0.36; number 70, H, carries 0.39; number 71, C, carries -0.50; number 72, H, carries 0.33; number 73, H, carries 0.36; number 74, H, carries 0.39; number 75, C, carries -0.16; number 76, H, carries 0.42; number 77, C, carries -0.62; number 78, H, carries 0.36; number 79, H, carries 0.46; number 80, C, carries -0.03; number 81, O, carries -0.67; number 82, H, carries 0.50; number 83, C, carries 0.88; number 84, H, carries 0.30; number 85, C, carries -0.13; number 86, N, carries -0.24; number 87, C, carries 0.02